No. 1
Computed, not measured: a cluster of 9 separate species, C22H44O34S7 in total, with ωB97M-V with the def2-TZVPD basis set.

Calculated values
- maximum force (hartree/bohr) = 0.0959
- SMILES string = O=S1(=O)OCCO1.O=S1(=O)OCCO1.O=S1(=O)OCCO1.O=S1(=O)OCCO1.O=S1(=O)OCCO1.O=S1(=O)OCCO1.O=S1(=O)OCCO1.CCOC(=O)OC.CCOC(=O)OC
- energy relative to the best compared isomer or geometry (same formula, charge and spin) (kcal per mole) = 155.4
- Kohn-Sham gap (eV) = 10.7575

Geometry as ORCA input:
```
! wB97M-V def2-TZVPD RIJCOSX def2/J DEFGRID3
* xyz 0 1
H -0.3587 -4.7049 -4.2373
H -7.4575 -0.1869 0.1785
H 4.7572 4.6125 -2.8592
S 4.9021 -1.7745 4.9882
C 2.7967 -1.4796 3.5870
H 5.6951 3.1837 -2.9742
H 0.3788 2.8794 6.2718
H -7.1538 -1.6786 1.1772
H 1.8395 -1.3771 -3.1084
O -1.2856 -2.0250 -5.7587
H 1.7546 -1.8514 -1.4115
H 3.2338 0.3516 -6.9156
H -2.9797 -0.3905 0.2263
O -1.6110 0.7342 -3.2626
H -1.2823 1.0026 3.2891
H -4.0982 2.3765 3.5929
H 4.9665 0.5923 -6.9913
H 3.6426 -1.9168 -6.3087
C 4.1546 0.2735 -6.3376
S 5.1534 0.0453 -3.9407
C 0.6065 0.2549 0.6236
O 5.1169 6.3829 -0.3290
O 0.1718 -3.8612 -5.8877
C -0.1665 -3.6882 -4.5800
O -2.2773 -1.8498 -1.1050
H 0.6060 -3.2958 -3.9187
C -5.0677 2.1444 -3.0141
O -1.4405 -1.1537 5.0040
H 3.3228 3.2603 -1.7043
O 4.5520 3.8958 -0.1207
C -3.0493 -1.4567 0.0110
H 4.5939 2.1851 -0.9600
O -3.1676 -4.1995 -1.5737
O 1.7244 0.1231 1.1725
H -2.2122 -3.4716 -4.8095
C -6.7920 -0.6955 0.8760
H 0.9968 1.9868 4.9702
C -5.8152 -0.0233 2.9119
C 5.3008 3.8931 -2.2467
H 3.3936 0.6709 3.0328
C 0.4719 1.8533 5.9161
O 1.0651 -1.6403 -6.7992
O 3.2292 -1.6471 4.9348
H 0.2591 1.6768 2.9611
C -5.1725 1.0551 5.0402
H -1.5404 -2.2582 -3.7725
S -1.0002 -0.3813 6.1316
H -3.1153 1.6680 4.9282
S -1.9834 -3.4807 -1.0853
C -0.4020 0.8635 2.6617
O 6.2721 4.5069 -1.4669
O -3.9763 0.1284 -2.3760
H 0.3057 -1.5189 -2.3284
S -0.0859 -2.5038 -6.7833
O 4.6336 0.4230 -2.6214
C -1.3433 -2.8260 -4.6818
C 3.8225 -0.3247 3.1469
H 5.3499 -1.6643 -6.3543
C 1.1947 0.8424 6.8369
O -1.9140 -3.5782 0.5171
O 4.3622 -1.2719 -4.5513
H -5.8884 -0.7948 0.2745
H -5.8284 2.4505 -3.7322
H 4.2024 -0.5781 2.1572
O -0.8491 1.2258 5.7052
C 4.3287 3.1893 -1.2905
H -5.5553 0.0840 -3.5246
O -4.8000 -0.7280 2.9372
H 1.1510 0.9112 -2.5066
H -1.7136 -1.7253 1.7312
O 5.3940 -2.9680 4.3104
C 1.3305 -1.1862 -2.1637
O 4.3969 0.9477 -5.1160
H 0.9696 0.8104 7.9030
O -0.5187 0.5545 1.2982
O 0.3419 0.4148 -0.6345
O 5.4069 -1.4468 6.3345
C 1.3547 0.2603 -1.6563
H -6.0094 0.5806 -1.7610
S -2.7368 1.2314 -2.4740
O 4.9300 -0.4279 3.9870
O -6.1403 0.9020 3.9623
H -5.6637 1.4895 5.9109
O -3.7123 2.1596 -3.4490
O 6.6583 4.8524 1.0544
C 4.4240 -1.2367 -5.9696
H 1.7612 -1.1464 3.5188
C -4.1016 2.0163 4.6217
S 5.7251 5.0618 -0.0608
H -4.1345 -1.5398 -0.0485
H -4.8172 0.0887 5.3979
C -2.3491 -2.3503 1.1038
O -0.6815 -3.8232 -1.7114
H 2.9916 -2.3052 2.9025
H 2.2887 0.6125 -1.2183
O -6.7227 0.1987 1.9833
H -5.3072 2.7473 -2.1382
C -5.3416 0.6526 -2.6195
O -0.6839 -2.8281 -8.1171
H 2.2811 0.8396 6.7477
O -2.4996 1.7903 -1.1385
O 0.6619 -0.3561 6.3456
O -1.6066 -0.5338 7.4215
H -0.0489 -0.0434 3.1525
H -3.1384 -2.5777 1.8204
O 6.6156 -0.1613 -4.1451
H -4.2433 2.9943 5.0815
*
```



No. 2
Computed, not measured: a structure of composition C55H87ClO3P3SSi2V, with ωB97M-V with the def2-TZVPD basis set.

Calculated values
- maximum force (hartree/bohr) = 0.0525
- Kohn-Sham gap (alpha / beta) (eV) = 4.2603 / 4.2357
- <S²> = 3.7748

Geometry as ORCA input:
```
! wB97M-V def2-TZVPD RIJCOSX def2/J DEFGRID3
* xyz -1 4
H 2.1839 -1.9915 5.0037
C -2.2630 -1.9296 1.5967
H 5.3404 -2.0219 -1.3763
H 2.8169 1.5449 -3.0439
H -3.8610 -2.4837 2.9171
C 6.1696 4.2597 2.8254
H -1.1986 -3.0919 -1.1640
H 5.5341 0.3209 0.1814
H 3.1344 -3.0613 -0.9138
O -3.7968 -0.0867 -2.6410
H 0.9538 0.9553 -5.7140
C 2.8747 -1.0564 -2.8451
C 0.5740 0.8768 3.8707
H -6.3133 -0.2496 -2.0888
H -4.0476 -0.9873 0.8214
H -4.3298 -1.3697 -4.9256
H -0.7760 2.2335 -7.0830
C -0.5441 2.9669 4.3818
H -2.0368 -1.0204 2.1687
H 5.8561 0.5700 4.4209
C 1.3831 -3.9536 4.8240
H -2.5773 -3.2274 -6.4186
C -0.1415 2.8843 5.7009
H 3.8726 -2.6960 2.0160
C -5.8263 0.6288 -1.6722
H 0.4309 -4.9022 -1.5833
H -6.5440 1.4445 -1.6249
H -2.6626 -0.9215 -0.2762
H -4.2709 1.5678 -4.5937
H -3.8458 0.5941 3.6336
Si -2.2411 -0.2350 -3.1350
C -0.8467 3.8685 1.3258
C -0.7655 2.6142 -4.3671
C 5.1159 -2.4660 -0.4119
H -0.5678 -5.0365 2.3074
C -1.0384 3.9692 -0.1880
H -0.4044 3.6685 6.4015
C -2.5759 -4.1100 -3.7907
C -2.6889 1.7219 2.1927
C 3.9487 3.4881 3.2361
H -2.2865 -3.1207 3.4022
H -1.5217 -4.3447 -3.6680
H -2.4464 2.3459 -6.5097
H 1.6287 1.2214 -1.7731
H -0.9775 5.0068 -0.5171
C 3.7363 -0.1159 1.2785
P 2.7279 -0.7973 -0.0876
H -4.6568 -2.2825 -3.4566
H -3.6311 3.3800 1.1348
P -0.8359 2.0163 1.7484
H -3.1711 -3.8585 2.0633
V 0.4415 -0.3515 0.2709
C -0.8561 -3.7039 -0.3133
C 5.2603 0.3982 3.5342
H -5.7487 0.6247 -4.3623
H 1.2872 4.2367 1.2179
C 5.0793 0.2166 1.1545
H 1.8487 -4.3094 5.7345
C -1.5683 1.7042 -6.5603
C -4.6350 1.0308 -2.5498
C 0.9248 0.7967 5.2108
Cl 7.6553 4.9653 3.4136
H 4.8487 3.0524 -0.0211
H -3.0610 -4.1870 -2.8218
C 3.1209 -0.1259 2.5384
H 5.6500 -1.9197 0.3587
C -2.9300 -2.9184 2.5501
C 3.8994 0.1538 3.6467
C -5.1316 1.4198 -3.9475
C -3.1889 -1.5467 0.4465
H -5.7185 2.3352 -3.9058
P -0.5411 -2.3262 0.9523
H 6.9091 4.0658 0.8194
H -1.8224 0.8089 -7.1262
H 3.7159 -4.2308 1.1505
H -2.7600 1.7817 4.3573
H -5.4834 0.3890 -0.6693
H 0.9042 -4.8942 0.1209
H 3.0438 -0.6117 -3.8277
H 3.3993 -2.0101 -2.8163
C 2.7009 1.2642 -1.9955
H -3.5657 -2.4215 -0.0790
H -1.6956 4.3394 1.8282
H 4.4251 -0.0068 -1.7531
H -1.6564 -5.4403 0.7559
O -2.1634 0.6637 -4.5181
C -3.6546 2.9038 2.1112
C 0.4099 4.6310 1.7272
H -2.1615 -1.5424 -6.0577
H 3.1712 2.0398 -1.3948
C -4.2162 -2.3385 -4.4483
H -4.5736 3.0311 -1.7027
H 1.1876 -3.4605 -0.8782
C -2.7328 -2.6833 -4.3294
C 3.7908 3.1029 1.8688
H 6.8997 0.6849 2.1863
C 0.0242 -4.3517 2.8952
H -1.1552 3.8035 4.0685
H -1.6415 3.2576 -4.3075
H -3.4349 1.8690 -0.9824
H -3.4497 3.6492 2.8785
O -2.0675 -1.8360 -3.4258
H 1.8456 2.3239 2.1431
H 3.1219 3.3171 3.9121
C 0.6121 -4.8104 4.0607
C 6.0703 3.9002 1.4846
H 1.4695 -0.0647 5.5631
H 5.4889 -3.4898 -0.4169
H -1.8358 -5.4824 -0.9866
C -2.8575 1.0498 3.5581
H -4.7338 -3.0934 -5.0377
C -0.1872 1.9794 3.4680
S -0.8375 0.2567 -1.7250
C 4.9116 3.3398 1.0187
C -1.0982 1.3362 -5.1442
H 1.8031 -1.2363 -2.7292
Si 1.2018 -0.3734 2.5184
H 2.4561 2.2468 0.4136
H 0.4652 -5.8365 4.3723
H 0.2923 5.6836 1.4683
H -1.0253 -2.8349 -5.6493
C 5.8476 0.4478 2.2866
H 3.4466 0.1910 4.6239
H 0.4356 0.1809 -4.2035
H 2.2987 -3.2011 1.4187
H 0.0387 3.1600 -4.8537
H -3.1053 2.5443 -2.5743
C 0.5026 -4.2846 -0.6877
H 0.6012 4.5683 2.7974
C -2.0790 -2.5688 -5.7100
H 5.2009 4.3398 4.7376
C 3.6191 -2.4843 -0.1213
H -0.4599 2.3472 -3.3581
C -1.8729 -4.8280 -0.1142
C 2.6234 2.5350 1.4338
H -4.6699 2.5396 2.2758
C 3.3330 -0.1009 -1.7414
C 1.5552 -2.6415 4.4139
C 0.1863 -3.0311 2.4889
H -0.0899 -0.4760 -5.7519
C 5.1026 4.0580 3.6978
H -3.0260 -4.8278 -4.4730
H -2.0023 3.5727 -0.4968
H -2.8875 -4.4510 -0.0288
C 3.3634 -3.1998 1.1984
C 0.5840 1.7837 6.1209
H -0.2648 3.4032 -0.7021
C -3.8951 2.2047 -1.9091
H -2.1084 0.2789 3.7285
C 0.9580 -2.1503 3.2627
H -2.9987 1.0075 1.4210
H 0.8868 1.6963 7.1555
C 0.1376 0.4405 -5.2141
*
```